[1]
C40H70NO9 | the ωB97M-V functional and the def2-TZVPD basis

Gap between HOMO and LUMO = 0.215 hartree
2S+1 = 1
Molecular weight = 709.00 g mol⁻¹
Charge = +1
Electronic energy = -62518.1325 eV

Cartesian coordinates (Å):
C1 -0.18593 -1.36968 -2.88558
C2 0.05511 -0.35412 -2.23971
N1 0.41383 0.46527 -1.05894
C3 1.77658 0.93687 -0.90020
C4 2.19372 1.72577 0.29892
C5 1.14198 2.02962 1.34613
C6 1.52857 2.81778 2.65163
O1 2.16641 3.84951 2.48912
O2 1.16315 2.45641 3.94365
C7 1.41734 1.05345 4.22818
C8 0.46115 0.68173 5.48076
C9 2.91679 0.72107 4.62180
C10 3.86561 0.47340 3.34779
C11 -0.26465 1.51846 1.10550
C12 -0.59889 0.73617 -0.12132
H1 -0.37540 -2.19142 -3.63230
H2 2.52350 0.68572 -1.70612
H3 3.27825 2.03065 0.37369
H4 1.11277 0.33781 3.40160
H5 -0.06257 1.64105 5.81464
H6 -0.36575 0.01034 5.08592
H7 1.03084 0.23562 6.34397
H8 2.94755 -0.25820 5.21056
H9 3.42432 1.51549 5.25046
H10 3.84870 1.42066 2.72805
H11 4.94190 0.25963 3.63488
H12 3.52521 -0.42596 2.72842
H13 -1.09002 1.68928 1.85168
H14 -1.63255 0.32956 -0.33218
C13 -4.06473 4.24147 6.21050
C14 -3.96336 3.71628 4.79464
C15 -2.64387 2.96959 4.82993
O3 -2.47611 2.48095 6.16722
C16 -3.45608 3.10652 7.01113
H15 -5.08315 4.48095 6.51812
H16 -3.45405 5.14330 6.31683
H17 -4.78284 3.01771 4.59859
H18 -3.99120 4.49675 4.03295
H19 -1.80339 3.63725 4.60905
H20 -2.61751 2.13118 4.12778
H21 -4.20885 2.35263 7.26552
H22 -2.98221 3.45011 7.93253
C17 3.63877 1.30754 -6.47945
C18 3.89753 2.52543 -5.63207
C19 2.77491 2.45648 -4.61779
O4 2.46834 1.05481 -4.42419
C20 3.14227 0.30630 -5.45872
H23 4.51722 0.95745 -7.02278
H24 2.84914 1.52333 -7.20578
H25 4.86397 2.42571 -5.12703
H26 3.90140 3.45869 -6.19602
H27 1.87237 2.94833 -4.98869
H28 3.04925 2.90953 -3.66112
H29 3.97591 -0.23035 -4.99249
H30 2.45427 -0.42435 -5.88950
C21 -1.89322 1.56100 -7.04366
C22 -1.91210 1.60775 -5.52931
C23 -0.50967 2.09399 -5.21265
O5 -0.10307 2.92733 -6.30652
C24 -1.03480 2.76434 -7.38527
H31 -2.88434 1.60293 -7.49711
H32 -1.40112 0.64293 -7.38040
H33 -2.64860 2.34321 -5.18968
H34 -2.14695 0.64923 -5.06246
H35 0.19468 1.25916 -5.14713
H36 -0.46349 2.66159 -4.27900
H37 -1.63752 3.67639 -7.44850
H38 -0.49174 2.64057 -8.32416
C25 -3.45663 -1.48772 9.96386
C26 -3.70089 -0.14899 9.29772
C27 -2.81787 -0.24424 8.06767
O6 -2.76358 -1.63015 7.70234
C28 -3.31732 -2.41272 8.76923
H39 -4.25170 -1.79072 10.64629
H40 -2.51728 -1.45729 10.52467
H41 -4.75106 -0.06942 8.99884
H42 -3.46060 0.70727 9.92963
H43 -1.79595 0.08549 8.28490
H44 -3.20120 0.34065 7.23048
H45 -4.29332 -2.78561 8.44022
H46 -2.66900 -3.26731 8.97284
C29 -1.02666 -2.64448 0.54457
C30 -1.76714 -3.65247 1.39890
C31 -1.57388 -4.93342 0.60942
O7 -0.31303 -4.81757 -0.06529
C32 0.14289 -3.46480 0.03184
H47 -0.71402 -1.75126 1.08990
H48 -1.65993 -2.33103 -0.29347
H49 -1.28188 -3.73830 2.37581
H50 -2.81718 -3.40569 1.56088
H51 -2.35224 -5.05299 -0.15165
H52 -1.56963 -5.82089 1.24468
H53 0.98186 -3.44291 0.73644
H54 0.49886 -3.12605 -0.94362
C33 7.20617 -0.31379 -2.93317
C34 6.82375 -1.55183 -2.15322
C35 5.97960 -2.31005 -3.15944
O8 6.48298 -1.97656 -4.46140
C36 7.38458 -0.86609 -4.33388
H55 8.09969 0.18476 -2.55542
H56 6.37986 0.40529 -2.91733
H57 7.72098 -2.12826 -1.90886
H58 6.29156 -1.33942 -1.22445
H59 4.92987 -1.99618 -3.11539
H60 6.02567 -3.39114 -3.01358
H61 8.40171 -1.24192 -4.48513
H62 7.16808 -0.12567 -5.10684
C37 -4.79048 -3.45655 -5.64356
C38 -4.80906 -3.41694 -4.12875
C39 -3.40383 -2.94346 -3.80947
O9 -2.98965 -2.10785 -4.89879
C40 -3.92302 -2.25810 -5.97932
H63 -5.78095 -3.40476 -6.09657
H64 -4.30566 -4.37637 -5.98474
H65 -5.53950 -2.67761 -3.78604
H66 -5.05109 -4.37466 -3.66652
H67 -2.70429 -3.78497 -3.74812
H68 -3.35271 -2.37880 -2.87471
H69 -4.51855 -1.34092 -6.03801
H70 -3.38096 -2.38148 -6.91869

[2]
C6H9NO | the ωB97M-V functional and the def2-TZVPD basis

Gap between HOMO and LUMO = 0.373 hartree
2S+1 = 1
Energy relative to the best compared isomer or geometry (same formula, charge and spin) = 129.3 kcal per mole
Molecular weight = 111.14 g mol⁻¹
Electronic energy = -9899.9960 eV

Cartesian coordinates (Å):
C1 1.98670 0.55480 0.09783
C2 0.37625 -0.54376 -0.58651
C3 0.44657 0.72171 0.17561
C4 -1.59130 0.62382 -0.22397
C5 -1.73943 -0.45585 0.79887
C6 -1.05285 -0.82816 -0.46881
H1 2.39648 0.85761 -0.88604
H2 2.68550 1.10666 0.85889
H3 2.27685 -1.54674 0.06286
H4 0.67933 -0.25494 -1.68381
H5 0.53863 0.52284 1.32501
H6 -2.37318 1.03402 -0.95008
H7 -2.74039 -1.06499 0.87149
H8 -1.43877 -0.05639 1.79168
H9 -1.53607 -1.41458 -1.32393
N1 1.59914 -0.83841 0.28073
O1 -0.51344 1.58236 -0.13983

[3]
C5H6N2O | the ωB97M-V functional and the def2-TZVPD basis

Gap between HOMO and LUMO = 0.305 hartree
2S+1 = 1
Energy relative to the best compared isomer or geometry (same formula, charge and spin) = 93.3 kcal per mole
Molecular weight = 110.12 g mol⁻¹
Electronic energy = -10305.5580 eV

Cartesian coordinates (Å):
C1 0.85675 -0.71125 0.34891
C2 0.77265 0.59950 0.56273
C3 -0.43864 1.30602 -0.25724
C4 -1.50411 0.52922 -0.67390
C5 -1.37479 -0.79605 -0.32813
H1 1.35592 -1.53951 1.95014
H2 1.47726 1.32570 1.12615
H3 -1.26783 2.80199 -0.89121
H4 -2.34640 0.94127 -1.34323
H5 -2.05391 -1.51900 -0.54917
H6 -0.08696 -2.49736 -0.41465
N1 -0.25895 2.52631 -0.65561
N2 -0.13878 -1.50347 -0.00987
O1 1.97935 -1.52970 0.85826

[4]
C27H32Cl4N5O3RuSSi2 | the ωB97M-V functional and the def2-TZVPD basis

Gap between HOMO and LUMO (spin up / spin down) = 0.227 / 0.209 hartree
2S+1 = 6
Energy relative to the best compared isomer or geometry (same formula, charge and spin) = 0.0 kcal per mole
Molecular weight = 805.71 g mol⁻¹
Charge = -2
Electronic energy = -121374.6908 eV

Cartesian coordinates (Å):
Ru1 0.85708 -0.33884 -1.06472
Cl1 -0.80275 3.53890 4.87577
C1 -0.55394 2.37698 3.51103
C2 -0.58268 1.04419 3.90240
Cl2 -0.66112 0.59518 5.59521
C3 -0.39170 0.09333 2.91677
Cl3 0.07735 -1.45039 3.36353
C4 -0.28039 0.52932 1.52372
O1 -0.17653 -0.33675 0.56783
C5 -0.15880 1.87915 1.27017
O2 0.20378 2.08039 -0.03663
C6 -0.33184 2.81799 2.23639
Cl4 6.14095 3.10557 0.53110
C7 -0.81368 4.98137 -0.01754
Si1 -0.54584 3.31658 -0.88126
C8 -2.28660 2.73013 -1.27043
C9 0.75768 3.53204 -2.27454
C10 1.19435 4.87158 -2.36860
C11 2.25137 5.27485 -3.16852
C12 3.00726 4.32036 -3.84409
C13 2.59200 3.01325 -3.76460
C14 1.39084 2.61944 -3.10288
Si2 0.70436 0.88982 -3.37142
C15 -1.04891 0.93083 -4.14474
C16 1.74513 -0.11915 -4.65840
H1 -1.00139 5.79951 -0.65482
H2 0.02182 5.22945 0.62466
H3 -1.74091 4.88782 0.54873
H4 -2.29519 1.68447 -1.62414
H5 -2.71358 3.28710 -2.13649
H6 -2.92889 2.80418 -0.40916
H7 0.78839 5.57858 -1.72000
H8 2.58109 6.32448 -3.06123
H9 3.95115 4.54845 -4.31749
H10 3.18894 2.20037 -4.21363
H11 -1.20980 1.58368 -5.00277
H12 -1.75280 1.20837 -3.42366
H13 -1.20674 -0.13970 -4.43004
H14 1.87854 0.26136 -5.68972
H15 1.29522 -1.08306 -4.79001
H16 2.78829 -0.23955 -4.24485
C17 -3.83955 -2.92516 1.12657
N1 -3.92546 -3.33754 2.47874
C18 -3.26695 -2.49958 3.52273
C19 -4.96588 -4.07795 2.86036
O3 -5.69272 -4.67465 2.06909
H17 -4.05504 -1.92512 0.95631
H18 -4.60163 -3.50571 0.58069
H19 -2.88038 -3.22906 0.70236
H20 -2.23393 -2.86895 3.72684
H21 -3.85686 -2.59400 4.43741
H22 -3.34256 -1.49244 3.25544
H23 -5.19882 -4.02842 3.93014
N2 4.43290 0.79174 1.07645
C20 3.99363 -0.18057 1.94452
C21 2.84082 -0.68607 1.39090
N3 2.67457 -0.01568 0.20375
C22 3.60870 0.84682 0.05959
H24 5.21732 1.52232 1.14072
H25 4.55772 -0.48553 2.82876
H26 2.16697 -1.48990 1.69167
H27 3.60938 1.62883 -0.70248
C23 0.92144 -4.52487 2.48771
C24 0.31395 -4.60143 1.12936
C25 -0.71609 -5.49439 0.84095
C26 -1.21418 -5.45326 -0.43764
N4 -0.82283 -4.58751 -1.35036
C27 0.23490 -3.82251 -0.99490
S1 0.88275 -2.60498 -2.16427
N5 0.89125 -3.87945 0.17282
H28 1.26795 -3.53843 2.58547
H29 1.77344 -5.24545 2.54689
H30 0.34155 -4.78683 3.36022
H31 -1.01294 -6.30093 1.47519
H32 -2.03490 -6.16501 -0.71298

[5]
C4H8OSi | the ωB97M-V functional and the def2-TZVPD basis

Gap between HOMO and LUMO = 0.366 hartree
2S+1 = 1
Energy relative to the best compared isomer or geometry (same formula, charge and spin) = 50.8 kcal per mole
Molecular weight = 100.19 g mol⁻¹
Electronic energy = -14200.4380 eV

Cartesian coordinates (Å):
C1 1.32459 0.22285 -0.00420
C2 0.82382 -1.15613 0.09806
C3 0.36211 1.34295 -0.40316
C4 -1.12453 -1.19041 -0.04521
O1 2.51950 0.36843 0.25533
Si1 -1.33905 0.66300 0.26296
H1 1.20918 -1.82888 -0.72285
H2 1.04164 -1.58329 1.03267
H3 0.76673 2.31471 0.07362
H4 0.37995 1.55598 -1.55641
H5 -1.29494 -1.74344 -0.94074
H6 -1.14028 -1.78677 0.77202
H7 -1.16413 1.35046 1.59240
H8 -2.36460 1.47057 -0.41448

[6]
C3H16O5 | the ωB97M-V functional and the def2-TZVPD basis

Gap between HOMO and LUMO = 0.378 hartree
2S+1 = 1
Energy relative to the best compared isomer or geometry (same formula, charge and spin) = 15.8 kcal per mole
Molecular weight = 132.16 g mol⁻¹
Electronic energy = -13607.8248 eV

Cartesian coordinates (Å):
C1 2.90188 2.38831 -0.03881
C2 2.09388 1.92579 1.23118
C3 1.23053 0.70521 0.87787
O1 2.90604 1.58896 2.28003
H1 2.14102 2.57065 -0.79772
H2 3.57580 1.65797 -0.48662
H3 3.38726 3.34472 0.15561
H4 1.41160 2.74696 1.45089
H5 0.73644 0.21026 1.71394
H6 1.78159 -0.04083 0.30528
H7 0.40107 0.90665 0.19999
H8 3.63958 1.04215 1.98932
O2 -2.06896 -1.47502 -0.21363
H9 -1.36769 -1.26535 -0.83047
H10 -2.87475 -1.26735 -0.68672
O3 -4.49502 -1.30267 -1.91079
H11 -4.76807 -1.82733 -2.66339
H12 -5.27697 -0.80718 -1.66728
O4 -0.05141 -0.78884 -1.85976
H13 -0.16671 0.07614 -2.25313
H14 0.73722 -1.13808 -2.27488
O5 -2.20277 -3.11188 2.12951
H15 -2.14236 -2.40278 1.48937
H16 -1.52925 -3.73640 1.86012

[7]
C40H41AsBiI2N5O8P4Se2 | the ωB97M-V functional and the def2-TZVPD basis

Gap between HOMO and LUMO = 0.281 hartree
2S+1 = 1
Energy relative to the best compared isomer or geometry (same formula, charge and spin) = 24.9 kcal per mole
Molecular weight = 1539.32 g mol⁻¹
Electronic energy = -316712.2646 eV

Cartesian coordinates (Å):
Bi1 1.59531 0.10329 1.16404
Se1 -5.52823 -2.20631 0.36182
P1 -4.68408 -0.39483 -0.28406
C1 -4.93702 -0.16607 -2.07496
C2 -4.78374 -1.25978 -2.92876
C3 -5.09874 -1.14328 -4.27638
C4 -5.56470 0.06182 -4.78811
C5 -5.73208 1.14978 -3.94459
C6 -5.43126 1.03393 -2.59170
C7 -5.37983 1.11360 0.43713
C8 -4.68573 2.32044 0.34964
C9 -5.23233 3.47693 0.88448
C10 -6.47142 3.42911 1.51584
C11 -7.15813 2.22715 1.61052
C12 -6.61156 1.06531 1.07208
C13 -2.93444 -0.20121 0.20845
C14 -1.61961 -0.28981 -0.24377
N1 -0.84441 -0.07181 0.85062
N2 -1.61409 0.12228 1.90962
N3 -2.87082 0.03468 1.55117
P2 -0.69575 -0.39061 -1.77337
Se2 1.33850 -0.98885 -1.34328
C15 -1.34183 -1.66102 -2.85106
C16 -1.46060 -1.44597 -4.21958
C17 -1.81640 -2.50462 -5.04686
C18 -2.06716 -3.75662 -4.50434
C19 -1.96033 -3.96488 -3.13152
C20 -1.58465 -2.92176 -2.30234
C21 -0.77863 1.19733 -2.59863
C22 -2.03577 1.72461 -2.90262
C23 -2.13130 2.98154 -3.47162
C24 -0.97544 3.72043 -3.71810
C25 0.27201 3.19882 -3.41287
C26 0.37667 1.92612 -2.86001
H1 -4.46605 -2.21156 -2.52301
H2 -4.99658 -2.00385 -4.92540
H3 -5.81763 0.14580 -5.84017
H4 -6.11711 2.08600 -4.33233
H5 -5.59256 1.88011 -1.93818
H6 -3.70884 2.35584 -0.12369
H7 -4.68774 4.41185 0.82024
H8 -6.89410 4.33086 1.94443
H9 -8.11832 2.18814 2.11114
H10 -7.12736 0.11539 1.15161
H11 -1.26693 -0.46554 -4.63869
H12 -1.90495 -2.34594 -6.11487
H13 -2.34977 -4.57851 -5.15260
H14 -2.15975 -4.94306 -2.70989
H15 -1.47887 -3.08058 -1.23256
H16 -2.93337 1.14953 -2.71047
H17 -3.10696 3.39116 -3.70939
H18 -1.05456 4.71603 -4.13990
H19 1.17133 3.78297 -3.56458
H20 1.34559 1.53053 -2.58492
N4 5.35027 4.07950 0.24732
C27 4.59086 2.79621 0.22796
C28 5.10283 1.85839 -0.87074
P3 2.81738 3.28522 -0.16408
O1 2.42164 4.16688 1.12284
O2 2.93605 4.16094 -1.35405
O3 1.94688 2.04432 -0.22493
P4 4.68024 2.13844 1.96786
O4 5.77913 0.96718 2.10351
O5 5.41063 3.32391 2.74813
O6 3.34884 1.77080 2.54683
H21 4.85351 4.75936 -0.32057
H22 6.26212 3.94473 -0.16906
H23 5.53086 4.05659 2.08638
H24 5.06189 2.40605 -1.81401
H25 4.49639 0.96248 -0.96229
H26 6.13789 1.56358 -0.67489
H27 2.32515 3.61153 1.91462
H28 6.47803 1.30383 2.68228
I1 1.42090 -5.36768 1.51015
C29 1.21546 -4.03984 3.09821
C30 0.99562 -4.57170 4.39120
C31 0.87260 -3.74837 5.46989
I2 0.62198 -4.61115 7.35149
C32 0.92483 -2.33659 5.29816
C33 0.78945 -1.38529 6.33870
C34 0.82853 -0.04922 6.06523
C35 0.99399 0.36669 4.73076
N5 1.12840 -0.48739 3.74561
C36 1.11608 -1.82535 3.99773
C37 1.32721 -2.68253 2.85240
O7 1.63590 -2.18540 1.68238
H29 0.93718 -5.64530 4.51639
H30 0.65640 -1.73361 7.35580
H31 0.72496 0.68760 6.85394
H32 1.00596 1.42264 4.47064
C38 6.40075 -1.85203 0.39003
As1 4.57094 -2.04205 0.90354
C39 3.89985 -3.34665 -0.30396
C40 4.65011 -2.66890 2.69096
O8 3.82713 -0.53590 0.73192
H33 6.90733 -2.79425 0.58777
H34 6.85936 -1.04912 0.96449
H35 6.45159 -1.62518 -0.67216
H36 4.49911 -4.25096 -0.19599
H37 4.02063 -2.92859 -1.29916
H38 2.85070 -3.55113 -0.09728
H39 5.19958 -3.60661 2.68089
H40 3.65637 -2.81902 3.10876
H41 5.19262 -1.91210 3.25475

[8]
C24H21N3O | the ωB97M-V functional and the def2-TZVPD basis

Gap between HOMO and LUMO = 0.112 hartree
2S+1 = 1
Energy relative to the best compared isomer or geometry (same formula, charge and spin) = 31.0 kcal per mole
Molecular weight = 367.45 g mol⁻¹
Electronic energy = -31744.1369 eV

Cartesian coordinates (Å):
N1 0.23290 0.21451 2.12523
C1 0.91699 -0.98018 2.14228
O1 2.14269 -0.99922 2.24473
C2 0.21237 -2.22599 2.04334
C3 -1.13581 -2.23883 1.93006
C4 -1.79904 -1.02080 1.91842
C5 -1.07842 0.14336 2.01764
H1 0.77703 -3.14119 2.06516
H2 -1.68169 -3.16659 1.85386
H3 -2.87185 -0.99341 1.83675
H4 -1.59502 1.09203 2.01295
C6 3.02767 2.89273 7.05905
N2 2.43877 3.62505 5.94118
C7 1.92377 3.05253 4.80784
C8 1.46770 4.04880 3.94111
C9 0.93568 3.81645 2.65168
C10 0.34053 4.79779 1.79940
C11 -0.50021 5.85330 2.16796
N3 -0.74039 6.65215 1.07905
C12 -1.50209 7.89873 1.10474
C13 -0.07487 6.11905 -0.03732
C14 0.57951 4.94683 0.38041
C15 1.38832 4.23151 -0.50963
C16 1.52561 4.69444 -1.79580
C17 0.87468 5.85890 -2.21227
C18 0.07752 6.57512 -1.35122
C19 1.75936 5.31249 4.58761
C20 2.34701 5.02113 5.83378
C21 2.74591 6.05264 6.69043
C22 2.57022 7.35333 6.28644
C23 2.01943 7.64972 5.03639
C24 1.61744 6.64866 4.18850
H5 3.40181 3.57971 7.81478
H6 2.28098 2.24504 7.51452
H7 3.85439 2.27729 6.70872
H8 1.88924 1.99395 4.62420
H9 1.01734 2.80918 2.27856
H10 -0.89028 6.02944 3.15538
H11 -1.51927 8.36189 0.12065
H12 -2.52575 7.70340 1.41828
H13 -1.05181 8.59754 1.80739
H14 1.90624 3.35086 -0.17582
H15 2.16363 4.16782 -2.48602
H16 1.01913 6.21164 -3.22039
H17 -0.40097 7.48460 -1.66600
H18 3.17987 5.82127 7.64699
H19 2.86130 8.15772 6.94120
H20 1.90952 8.67889 4.73553
H21 1.20547 6.88660 3.22604